1.
ORCA calculation (wB97M-V/def2-TZVPD) on C22H28F6O2PS4SbTi as an isolated structure.

Geometry (Å):
Ti  1.4481  0.2067  -0.3497
C  0.3641  -1.0439  -3.3903
C  1.2354  -2.2030  -2.9293
S  2.5353  -1.6185  -1.8057
C  2.9648  -3.0978  -0.8565
C  3.5513  -2.7022  0.4911
S  2.3879  -1.8642  1.5928
C  1.2808  -3.1956  2.1342
C  0.1759  -3.6092  1.1606
S  -0.2320  -2.1597  0.1766
C  -1.5799  -2.6910  -0.8847
C  -1.9365  -1.5230  -1.8067
S  -0.6547  -0.2694  -2.0953
H  -0.3179  -1.3764  -4.1732
H  0.9691  -0.2404  -3.8111
H  1.7366  -2.6444  -3.7913
H  0.6612  -2.9734  -2.4181
H  3.7077  -3.6407  -1.4414
H  2.0734  -3.7135  -0.7577
H  4.3861  -2.0089  0.3701
H  3.9387  -3.5828  1.0042
H  0.8386  -2.7963  3.0466
H  1.9020  -4.0430  2.4225
H  -0.7047  -3.9300  1.7162
H  0.4859  -4.4268  0.5102
H  -2.4423  -2.9458  -0.2695
H  -1.2821  -3.5772  -1.4451
H  -2.7699  -0.9597  -1.3948
H  -2.2370  -1.8740  -2.7935
O  2.7520  2.7795  2.2916
C  1.9668  1.9547  2.0096
O  2.2261  0.9799  1.0335
C  0.5712  1.7278  2.5375
P  -0.4509  1.3370  1.0724
C  -1.0556  2.9092  0.4457
C  -0.6576  3.4215  -0.7861
C  -1.1149  4.6667  -1.1943
C  -1.9656  5.3935  -0.3770
C  -2.3706  4.8812  0.8517
C  -1.9208  3.6423  1.2668
C  -1.8871  0.4025  1.6194
C  -1.8587  -0.4208  2.7427
C  -2.9806  -1.1589  3.0875
C  -4.1291  -1.0859  2.3099
C  -4.1640  -0.2605  1.1925
C  -3.0473  0.4856  0.8475
H  0.2117  2.5978  3.0828
H  0.6127  0.8699  3.2124
H  0.0002  2.8634  -1.4339
H  -0.8017  5.0657  -2.1493
H  -2.3185  6.3650  -0.6960
H  -3.0370  5.4508  1.4849
H  -2.2468  3.2450  2.2214
H  -0.9762  -0.4880  3.3664
H  -2.9655  -1.7777  3.9750
H  -5.0061  -1.6542  2.5900
H  -5.0701  -0.1776  0.6067
H  -3.0895  1.1616  0.0003
F  1.4754  1.2770  -1.8997
Sb  3.3841  2.3451  -2.2836
F  2.4254  3.4761  -3.3765
F  3.4611  1.0697  -3.6258
F  3.7260  0.8794  -1.0803
F  5.0738  3.0437  -2.3665
F  2.7422  3.2362  -0.7902

Summary:
HOMO   -14.7 eV
Total charge   +2
Calculated total energy   -4628.291829 hartree

***

2.
ORCA calculation (wB97M-V/def2-TZVPD) on one molecule with the formula C22H28N2O4S.

Geometry (Å):
C  0.1749  2.6016  1.4375
C  -1.0934  1.9677  0.9525
C  -1.9888  2.7127  0.2066
C  -3.1877  2.1834  -0.2426
C  -4.1314  3.0483  -1.0234
C  -3.4891  0.8462  0.0334
C  -4.8055  0.2954  -0.4210
C  -2.5523  0.0754  0.7242
S  -2.9258  -1.6905  0.8274
O  -1.8175  -2.4872  1.2801
O  -4.1729  -1.8833  1.5169
N  -3.2049  -2.0673  -0.8023
C  -2.1310  -2.7847  -1.4686
C  -0.8521  -1.9992  -1.3971
C  -0.8433  -0.6367  -1.6673
C  0.3273  0.0895  -1.5694
C  1.5185  -0.5331  -1.2094
C  2.7610  0.2962  -1.1937
O  3.0264  1.0341  -2.1276
N  3.5675  0.2227  -0.1047
C  3.3759  -0.5437  1.1045
C  4.5646  -1.4984  1.2849
O  5.7822  -0.7928  1.3088
C  5.9675  -0.0537  0.1206
C  4.8263  0.9434  -0.0946
C  1.5222  -1.9085  -1.0011
C  0.3443  -2.6278  -1.0805
C  -1.3739  0.6217  1.2249
C  -0.3992  -0.1336  2.0714
H  1.0387  2.1390  0.9594
H  0.1830  3.6625  1.2017
H  0.2831  2.4842  2.5141
H  -1.7534  3.7432  -0.0199
H  -5.0397  3.2419  -0.4531
H  -4.4169  2.5679  -1.9573
H  -3.6663  4.0034  -1.2527
H  -4.7506  -0.0117  -1.4648
H  -5.5777  1.0558  -0.3319
H  -5.0926  -0.5576  0.1811
H  -4.0899  -2.5470  -0.8801
H  -1.9700  -3.7732  -1.0190
H  -2.4269  -2.9182  -2.5158
H  -1.7595  -0.1464  -1.9564
H  0.3321  1.1486  -1.7778
H  2.4409  -1.0998  1.0737
H  3.3575  0.1501  1.9560
H  4.4947  -2.0234  2.2387
H  4.5740  -2.2330  0.4644
H  6.9199  0.4660  0.2310
H  6.0220  -0.7366  -0.7409
H  4.9310  1.4590  -1.0497
H  4.8181  1.6743  0.7223
H  2.4476  -2.4274  -0.7975
H  0.3554  -3.6909  -0.8930
H  -0.4366  0.2468  3.0927
H  -0.6175  -1.1923  2.0878
H  0.6101  0.0170  1.6963

Summary:
HOMO   -8.8 eV
Calculated total energy   -1663.785488 hartree
Structure (SMILES)   Cc1cc(C)c(C)c(S(=O)(=O)NCc2ccc(C(=O)N3CCOCC3)cc2)c1C

***

3.
ORCA calculation (wB97M-V/def2-TZVPD) on one molecule with the formula C22H28N2O6S.

Geometry (Å):
C  -7.6446  -3.0823  -0.0944
O  -7.5237  -1.6831  -0.1692
C  -6.2875  -1.1339  -0.0698
C  -5.1116  -1.8487  0.1229
C  -3.9172  -1.1718  0.2402
C  -3.8439  0.2173  0.1494
C  -2.5044  0.8073  0.4438
O  -2.2930  1.5833  1.3504
N  -1.5305  0.3030  -0.3837
C  -0.1592  0.5415  -0.3758
C  0.4523  1.3994  0.5380
C  1.8201  1.5976  0.4809
C  2.5745  0.9468  -0.4754
S  4.3435  1.1834  -0.5738
O  4.7337  2.1442  0.4229
O  4.6995  1.4503  -1.9378
N  4.8569  -0.3692  -0.2116
C  4.7583  -0.6856  1.1976
C  5.9722  -0.2024  1.9902
C  7.2497  -0.7584  1.3671
C  7.3188  -0.3566  -0.1048
C  6.0731  -0.8122  -0.8759
C  6.0334  -2.3213  -1.1150
C  1.9812  0.0933  -1.3869
C  0.6176  -0.1099  -1.3393
C  -5.0139  0.9504  -0.1007
O  -5.0908  2.2829  -0.3608
C  -3.9453  3.0939  -0.4521
C  -6.2422  0.2668  -0.1812
O  -7.4459  0.8634  -0.4198
C  -7.7329  2.1155  0.1697
H  -7.2998  -3.4669  0.8712
H  -8.7078  -3.2892  -0.2040
H  -7.0954  -3.5789  -0.9009
H  -5.1218  -2.9222  0.2106
H  -3.0154  -1.7301  0.4455
H  -1.8486  -0.3353  -1.1012
H  -0.1461  1.9014  1.2794
H  2.3170  2.2626  1.1697
H  3.8463  -0.2089  1.5640
H  4.6429  -1.7699  1.2952
H  5.8795  -0.5195  3.0304
H  5.9921  0.8876  1.9557
H  7.2641  -1.8467  1.4613
H  8.1222  -0.3685  1.8949
H  8.2102  -0.7754  -0.5748
H  7.3737  0.7325  -0.1703
H  6.0565  -0.3096  -1.8479
H  6.8668  -2.6093  -1.7502
H  5.1049  -2.5905  -1.6114
H  6.1005  -2.8760  -0.1838
H  2.5992  -0.3905  -2.1256
H  0.1422  -0.7720  -2.0494
H  -3.4909  3.2711  0.5254
H  -4.2985  4.0376  -0.8677
H  -3.1966  2.6617  -1.1237
H  -7.3430  2.9428  -0.4271
H  -8.8210  2.1741  0.2061
H  -7.3314  2.1834  1.1832

Summary:
HOMO   -8.4 eV
Calculated total energy   -1814.232239 hartree
Structure (SMILES)   COc1ccc(C(=O)Nc2ccc(S(=O)(=O)N3CCCC[C@H]3C)cc2)c(OC)c1OC

***

4.
ORCA calculation (wB97M-V/def2-TZVPD) on one molecule with the formula C22H28N4O4S.

Geometry (Å):
C  -2.6778  -0.8417  -2.2833
C  -1.6406  -1.9379  -2.5003
N  -0.8051  -2.1801  -1.3331
C  -1.2757  -3.0380  -0.3959
O  -2.4037  -3.4933  -0.4385
C  -0.3273  -3.4069  0.7439
C  -0.6736  -2.5833  2.0150
C  -0.5621  -1.0912  1.7337
O  0.4586  -0.4663  1.9386
N  -1.7059  -0.5723  1.2241
C  -1.9363  0.7290  0.7473
C  -0.8928  1.5534  0.3475
C  -1.1565  2.8076  -0.1710
C  -2.4598  3.2633  -0.3027
C  -2.7594  4.6230  -0.8558
C  -3.4940  2.4327  0.1133
C  -3.2611  1.1741  0.6409
C  -4.4071  0.3179  1.0977
N  1.0444  -3.2650  0.3320
C  1.3829  -2.1036  -0.3296
C  2.6319  -1.5118  -0.1993
C  2.9025  -0.3430  -0.8788
S  4.4920  0.4290  -0.6248
O  4.4449  1.7785  -1.1219
O  5.5204  -0.4296  -1.1372
N  4.6122  0.4037  1.0632
C  5.9611  0.7196  1.4862
C  3.5954  1.2371  1.6693
C  1.9709  0.2426  -1.7096
C  0.7352  -0.3633  -1.8786
C  0.4330  -1.5344  -1.1982
H  -3.2089  -0.6561  -3.2129
H  -3.3979  -1.1634  -1.5368
H  -2.2192  0.0852  -1.9485
H  -2.1602  -2.8766  -2.7124
H  -0.9847  -1.6999  -3.3390
H  -0.5125  -4.4639  0.9735
H  0.0393  -2.8407  2.8005
H  -1.6790  -2.8496  2.3421
H  -2.5050  -1.1877  1.1661
H  0.1234  1.2108  0.4432
H  -0.3322  3.4328  -0.4800
H  -3.0376  5.3018  -0.0495
H  -1.8914  5.0352  -1.3635
H  -3.5913  4.5798  -1.5562
H  -4.5134  2.7816  0.0254
H  -4.2924  0.0488  2.1479
H  -4.4791  -0.6018  0.5148
H  -5.3445  0.8559  0.9853
H  1.7197  -3.5549  1.0267
H  3.3825  -1.9330  0.4490
H  6.1973  1.7811  1.3494
H  6.6384  0.1232  0.8795
H  6.0776  0.4535  2.5369
H  2.6181  0.7998  1.4736
H  3.7542  1.2622  2.7459
H  3.6268  2.2582  1.2731
H  2.2170  1.1679  -2.2030
H  0.0084  0.0997  -2.5246

Summary:
HOMO   -8.2 eV
Calculated total energy   -1773.360378 hartree
Structure (SMILES)   CCN1C(=O)[C@H](CC(=O)Nc2ccc(C)cc2C)Nc2cc(S(=O)(=O)N(C)C)ccc21

***

Which formula does entry 2 have? C22H28N2O4S